Molecular formula: C4H8N2O
Method: DFT, ωB97M-V with the def2-TZVPD basis set

```
15
Properties=species:S:1:pos:R:3
H 0.1353 2.7260 -0.1281
C -0.6174 0.8965 0.5550
H 0.2099 -2.4822 -0.9135
N -0.5036 -1.8126 -0.6584
O 1.1456 0.0369 0.3872
C -0.5480 -1.4508 0.6443
H 2.7971 0.5886 -0.5406
C -1.0993 -0.2430 1.1193
H -1.5285 -0.2059 2.1119
H 1.4323 0.6509 -1.4664
H -0.5709 -1.0519 -1.3215
H -1.6810 2.4290 -0.3652
N 1.9216 0.1103 -0.7514
C -0.7199 2.0709 -0.0155
H -0.3732 -2.2629 1.3430
```

Spin multiplicity: 1
Net charge: 0
Kohn-Sham gap (alpha / beta) in eV: 8.48 / 8.48
E_LUMO (alpha / beta) in Eh: 0.026 / 0.026

Partial atomic charges computed with the natural (NBO) method, in multiples of e: 0.228, 0.306, 0.395, -0.747, -0.557, 0.252, 0.331, -0.503, 0.239, 0.320, 0.390, 0.229, -0.530, -0.550, 0.197